Record 1
146
Properties=species:S:1:pos:R:3:forces:R:3 method="wB97M-V/def2-TZVPD" homo_ev=-9.2 energy_ev=-238344.2517 homo_lumo_gap_ev=8.055
Br -0.2858 -0.4043 0.8691 -0.84 -0.53 0.40
Cl -10.1572 -4.2779 3.4921 1.38 0.09 -0.21
F 4.5404 -7.5268 -2.7114 0.00 0.33 -0.45
F 1.1032 3.2935 -0.1227 0.39 -0.08 0.29
F 2.5018 -7.1981 -3.3334 0.55 0.31 -0.59
F -0.3178 5.2502 7.0232 -0.37 0.33 0.03
F -4.4786 -5.3234 -3.5755 0.26 0.36 0.04
F -0.8966 6.2061 -6.2642 0.14 0.05 0.55
F 1.6722 -7.8021 3.1207 -0.06 -0.06 -0.47
F -0.0375 -6.5182 2.8144 0.06 -0.23 -0.37
F 6.5258 -4.4111 -6.8908 0.70 0.05 0.14
F -3.2751 9.6131 0.4170 0.24 0.08 0.32
F 7.6139 -5.7946 -8.1283 0.29 0.09 0.36
F -0.3206 -8.6073 3.2556 0.12 0.01 -0.56
F -2.6006 -5.7259 -4.5660 0.09 0.42 0.16
F -1.4292 4.3684 -5.2691 0.17 0.24 0.36
F 1.1610 1.2365 -0.7527 0.68 0.25 0.09
F -1.1548 5.1066 5.0397 -0.26 0.32 0.16
F 0.2880 6.6418 5.4923 -0.50 0.10 0.28
F 2.2969 2.7164 -1.8235 0.28 -0.09 0.38
F 7.9504 -3.6756 -8.3323 0.31 -0.05 0.38
F 3.5668 -5.6732 -2.2139 0.22 0.21 -0.50
F -2.9477 11.7435 0.2659 0.32 -0.13 0.36
F -4.4277 10.9735 1.6256 0.51 -0.07 0.29
F -2.7761 6.0568 -5.2230 0.30 0.07 0.32
F -4.1707 -4.6735 -5.6054 0.30 0.36 0.31
O -2.6770 -3.5773 -2.6146 -0.12 -0.53 -0.51
O -5.2668 1.9042 4.9747 0.99 -0.99 -0.26
O -2.8408 -2.4954 -4.5768 -0.23 -0.47 -0.29
O 3.2155 -5.2733 -5.0687 0.16 -0.36 0.79
O 3.2260 1.1500 1.0696 -0.50 0.00 -0.33
O -3.0231 6.2332 6.6159 0.73 -0.23 -0.08
O 3.9850 3.0939 0.2369 -0.70 -0.05 -0.21
O -1.5752 5.9259 -2.8225 0.00 -0.24 -0.67
O -3.3432 -3.5806 2.7240 0.14 0.85 0.07
O -2.2885 11.0311 3.3600 -0.47 0.05 -0.35
O 9.9472 -5.2385 -6.9081 -0.60 0.26 -0.31
O -6.6731 -0.5035 5.4038 0.56 0.18 -0.47
O -1.0060 10.1537 1.7360 -0.60 0.29 -0.34
O 5.3190 -6.0602 -4.9085 -0.28 -0.34 0.61
O 0.1262 -9.0983 0.5815 -0.07 0.02 0.60
O -1.7812 8.1044 6.5631 0.51 -0.28 -0.18
O 1.0017 -7.0372 0.3963 -0.06 -0.23 0.76
O 0.2729 6.7161 -3.8269 -0.18 -0.14 -0.53
O 8.7358 -4.3216 -5.2529 -0.48 0.09 -0.35
C -4.6835 -0.3284 4.0071 0.12 -0.71 -0.38
C 1.1335 -7.2176 -1.0269 -0.30 -0.05 -0.50
C -3.7411 -1.2378 3.3002 0.86 2.80 0.35
C -1.8962 6.9233 6.4094 -1.25 0.41 0.47
C -1.4782 5.7093 -5.1656 -0.69 -0.35 -1.35
C 4.2016 -5.9687 -4.4868 0.05 0.83 -1.25
C 3.5651 -4.5924 -6.2869 0.03 0.28 -0.75
C -1.2258 7.7753 -1.2817 -0.03 0.17 -0.28
C -8.4268 -3.8765 3.3717 2.11 0.79 0.03
C -0.1941 -6.9871 -1.7225 -0.26 -0.06 0.20
C 0.0931 10.0516 2.6579 0.54 -0.24 0.47
C 5.1368 3.0116 1.0939 0.68 -0.06 0.31
C -1.0365 6.2952 -1.5421 0.19 0.29 0.65
C -4.3958 1.0617 4.2773 1.61 0.00 -0.56
C -2.1399 10.6653 2.2303 1.21 -0.14 0.60
C -7.4547 -4.7636 2.7134 0.73 1.17 0.38
C 1.9185 2.3298 -0.5934 -1.19 0.18 -1.16
C 8.8362 -4.7140 -6.3788 1.21 -0.17 0.59
C 0.4822 -8.0663 1.0732 0.31 0.15 -1.35
C -0.3165 -1.9094 3.3213 -0.55 -0.61 0.34
C -1.3584 -1.4798 2.1751 0.69 0.23 1.27
C -3.1578 -1.3971 -1.6527 -0.28 0.00 -0.16
C -4.1199 -2.7073 3.0504 -1.42 -0.26 0.00
C -7.9877 -2.6191 3.9532 1.67 -0.92 -0.72
C -3.5686 -4.8011 -4.4169 -0.73 -1.24 -0.54
C 11.0847 -5.3159 -6.0326 0.56 -0.20 0.43
C -3.1314 1.6644 3.8232 -0.35 -3.16 -0.66
C -2.0885 -2.4084 -2.0161 0.12 0.65 0.44
C 7.7278 -4.6508 -7.4305 -1.21 -0.10 -1.08
C -6.0162 -0.9628 4.4936 -0.67 -0.40 0.19
C 10.9763 -6.5134 -5.1105 -0.31 -0.12 0.05
C 3.1091 2.0879 0.3357 1.14 0.21 0.73
C 3.7047 -6.5969 -3.1841 -0.34 -0.87 1.05
C -0.8042 6.1964 -3.8816 0.25 0.18 1.31
C 3.5661 -5.5552 -7.4566 0.03 -0.33 0.08
C 6.1745 2.0710 0.5158 -0.12 -0.22 -0.22
C -6.5736 -2.2753 3.8584 0.56 -1.04 -1.27
C -0.0609 8.8272 3.5370 -0.30 -0.04 -0.06
C -3.2030 10.7487 1.1347 -1.21 0.08 -1.04
C 0.4448 -7.7495 2.5692 -0.19 0.27 1.52
C -4.1577 7.0000 7.0599 -0.70 0.39 0.10
C -5.6203 -3.1338 3.1712 -1.07 0.14 0.09
C -6.0435 -4.3996 2.5857 -1.90 1.54 1.41
C -0.3243 -3.4570 3.6052 0.75 0.30 0.50
C -4.8210 7.7073 5.8954 0.22 0.03 -0.28
C -3.0016 -3.4747 -3.9075 0.61 0.90 0.83
C -2.1903 0.7914 3.1312 -1.79 0.09 1.07
C -0.7669 5.9816 5.9881 1.20 -0.92 -0.48
C -2.4642 -0.6392 2.8812 -1.02 0.70 -0.21
H -3.8637 7.7011 7.8429 0.21 -0.04 -0.15
H -0.5961 -6.0047 -1.4637 0.11 0.02 -0.09
H -8.6472 -1.8872 4.4711 0.41 -0.93 -0.51
H -5.3077 -5.0547 2.0769 -0.71 0.54 0.46
H 10.1183 -6.4223 -4.4431 0.09 0.09 0.02
H 6.4364 2.3695 -0.5015 0.05 0.10 0.10
H -0.0001 -4.0401 2.7094 -0.38 0.46 0.70
H 11.2022 -4.3858 -5.4734 -0.25 -0.03 -0.05
H -2.2772 8.0502 -1.3824 0.03 -0.09 0.13
H 11.8770 -6.6126 -4.5027 -0.02 0.04 -0.07
H -0.6295 -1.3975 4.2760 0.37 -0.37 -0.98
H -0.1768 7.9308 2.9227 0.17 0.04 -0.02
H 4.5227 -4.0866 -6.1805 -0.07 -0.18 0.20
H 1.8533 -6.4871 -1.3643 -0.15 0.12 0.57
H 0.8083 8.7031 4.1828 -0.04 0.06 -0.07
H 0.7263 -1.5643 3.0901 -1.07 -0.37 0.04
H 10.8360 -7.4293 -5.6882 0.14 0.05 -0.02
H -0.0760 -7.0470 -2.8052 0.03 0.02 0.07
H -1.5839 5.7193 -0.7954 -0.13 -0.12 -0.30
H -1.2338 1.2719 2.8117 -0.94 -0.85 0.16
H 5.7959 1.0495 0.4613 0.01 0.04 0.13
H -0.9356 -7.7259 -1.4153 0.09 -0.05 -0.07
H 4.3299 -6.3246 -7.3351 0.07 0.13 -0.02
H 0.1866 10.9649 3.2482 -0.25 -0.03 -0.06
H 2.6047 -6.0682 -7.5304 -0.02 0.15 -0.04
H 2.8094 -3.8228 -6.4464 -0.12 -0.16 0.32
H -4.1508 8.4402 5.4436 -0.04 0.05 0.13
H -3.6715 -1.0269 -2.5411 0.12 0.02 -0.01
H 11.9617 -5.4212 -6.6717 -0.26 0.03 -0.22
H 3.7568 -5.0243 -8.3905 -0.02 0.02 0.07
H 0.9980 9.9627 2.0560 -0.25 0.04 -0.24
H -2.9300 2.7467 4.0147 -0.14 -1.16 -0.24
H -5.7244 8.2230 6.2238 0.05 -0.06 0.02
H 5.5481 4.0192 1.1585 -0.28 0.04 -0.20
H -0.6691 8.3794 -1.9995 0.09 -0.07 0.07
H -1.5775 -2.7430 -1.1127 -0.10 -0.27 -0.14
H -4.8555 6.2914 7.5066 0.27 -0.19 -0.09
H 0.4343 -3.6331 4.4233 -0.67 0.04 -0.88
H -4.7068 2.3743 5.6213 -0.49 -0.13 -0.42
H -2.7204 -0.5465 -1.1278 0.05 -0.09 -0.01
H -3.9165 -1.8555 -1.0136 0.12 0.00 0.08
H 0.0132 6.0039 -1.4689 -0.05 0.03 -0.25
H -1.3317 -1.9775 -2.6741 -0.17 -0.11 -0.14
H 4.8433 2.7170 2.1032 -0.17 -0.11 -0.16
H -1.2939 -3.8471 3.9948 0.70 0.46 -0.56
H 1.5414 -8.2039 -1.2535 -0.14 -0.03 0.26
H -7.7531 -5.7476 2.2834 -0.04 1.06 0.47
H -0.9486 8.9007 4.1662 0.12 0.12 0.07
H -0.8870 8.0343 -0.2771 -0.05 -0.04 -0.03
H -5.0858 6.9918 5.1138 -0.10 -0.02 0.13
H -1.7355 -2.3513 1.5951 0.21 0.81 0.65
H 7.0772 2.0721 1.1285 -0.06 0.05 -0.01



Record 2
112
Properties=species:S:1:pos:R:3:forces:R:3 method="wB97M-V/def2-TZVPD" charge=+3 homo_ev="-14.6 / -14.6" energy_ev=-114327.8330 homo_lumo_gap_ev="4.451 / 4.451"
Cr 0.2644 -0.7724 -0.0328 2.54 -2.55 0.00
S -1.1430 7.4913 0.3252 -0.18 0.33 0.06
P 3.3951 -1.6993 -0.0164 1.46 0.40 0.30
O 1.9018 -1.9329 -0.0297 -2.43 0.85 -0.19
O 0.1636 -0.6290 1.5499 0.68 1.54 2.55
O -0.0539 -0.6443 -1.6012 -0.07 1.15 -3.14
O -2.3452 6.3907 2.4243 -0.36 -0.09 0.79
N 3.6870 -0.0639 -0.2365 -0.31 -1.11 0.29
N -1.0337 -2.4534 0.0668 0.93 0.64 -0.11
N 3.9526 -2.1875 1.4668 -0.12 0.29 -1.27
N 4.0293 -2.5584 -1.2734 -0.18 0.42 0.87
C -2.7631 -3.7117 -0.9654 0.29 0.11 0.14
C -0.0600 -0.9134 -3.9587 -0.07 0.23 0.41
C -4.7467 -0.6863 1.4380 -0.09 -0.02 0.01
C -2.1307 -0.2465 -2.6413 -0.28 0.16 -0.05
C 0.5244 0.8209 3.8448 0.01 -0.02 -0.04
C -2.4501 -0.0522 1.0073 -0.45 -0.35 0.26
C -0.6248 -0.4987 -5.1533 0.00 0.00 0.20
C -1.3699 -2.9630 1.2571 -0.35 -0.49 0.58
C 1.3226 0.5790 6.0928 -0.03 -0.08 0.04
C -1.3000 5.8156 -0.1734 -0.04 0.09 0.21
C -1.4323 3.0872 -0.7194 0.04 0.44 0.07
C -2.0893 -0.6045 2.2568 -0.01 0.31 -0.03
C 5.2961 -2.2243 -1.9072 0.16 0.20 -0.13
C 3.6012 -3.9416 -1.4410 -0.16 -0.22 0.04
C -3.2667 1.9755 -2.6292 0.24 -0.17 -0.08
C -1.6306 1.6270 -0.8422 0.12 -0.15 0.31
C -2.0189 7.4436 1.9900 0.79 -0.45 -1.32
C 3.3658 -1.6203 2.6681 -0.19 0.17 0.05
C -4.4040 -1.0785 2.7216 0.03 -0.08 -0.02
C -0.2557 5.1777 -0.8460 -0.20 0.20 0.14
C 0.1590 -0.4504 -6.2959 -0.05 -0.01 -0.07
C -3.1749 -4.1892 0.2683 0.19 0.11 0.15
C -2.1389 8.7903 2.5680 -0.17 0.48 0.52
C -4.4384 0.0161 -3.3287 0.35 0.56 0.19
C -1.6045 0.9634 0.3443 0.00 0.46 0.02
C -0.6363 -0.9843 2.5984 -1.74 -1.10 1.70
C -4.3828 1.4055 -3.1529 -0.31 0.02 -0.14
C -2.0535 1.1956 -2.2823 -0.38 -0.34 0.11
C 1.4920 -0.8180 -6.2477 -0.07 0.03 -0.08
C -3.7842 -0.1500 0.6028 0.21 -0.12 0.14
C 5.2218 -2.8556 1.6845 0.22 -0.21 -0.05
C 2.7128 0.8146 -0.8249 -0.22 -0.36 -0.19
C 1.2080 1.3272 4.9343 -0.04 0.13 -0.09
C -1.0616 -2.5620 -2.3868 0.04 0.34 0.10
C 0.7403 -0.6737 6.1580 -0.07 0.01 0.07
C -0.8472 -1.0472 -2.6410 -0.93 -1.37 -1.29
C 4.9528 0.5347 0.1581 0.18 0.16 0.16
C -0.6217 -2.5407 2.4901 0.26 0.21 0.00
C -3.0768 -1.0582 3.1176 0.05 0.26 -0.20
C -2.4971 3.7511 -0.0940 0.24 -0.13 -0.08
C -2.4331 -3.8545 1.3856 0.18 0.11 -0.33
C -0.0491 -0.4462 3.9003 0.18 0.12 -0.48
C -3.3145 -0.7789 -3.0935 0.61 -0.29 0.14
C 0.0535 -1.1866 5.0693 -0.01 -0.11 -0.22
C -2.4630 5.1058 0.1282 0.01 -0.07 -0.26
C 1.2804 -1.2832 -3.9064 0.04 0.03 0.08
C -1.6526 -2.8810 -1.0432 -0.65 -0.50 -0.45
C 2.0524 -1.2345 -5.0517 -0.02 -0.05 0.11
C -0.3380 3.8304 -1.1501 -0.06 -0.31 -0.09
H -3.3808 -1.8276 -3.3350 0.02 -0.10 -0.02
H -1.0678 -3.0147 3.3611 -0.01 0.09 -0.06
H -1.2280 1.6171 -2.8876 0.03 0.00 -0.11
H 1.6602 2.3030 4.8765 0.05 0.17 0.00
H -5.2306 2.0136 -3.4273 -0.11 0.07 0.07
H 1.7173 -1.6066 -2.9670 0.06 -0.02 -0.06
H -0.0612 -3.0073 -2.4120 -0.10 0.04 -0.14
H -5.3526 -0.4410 -3.6749 -0.12 -0.09 -0.10
H 0.8274 -1.2655 7.0541 -0.01 -0.07 0.14
H -2.7983 -1.3894 4.1060 0.02 -0.14 0.15
H 5.9779 -2.1690 2.0759 0.00 0.00 -0.03
H -3.3700 3.1915 0.2033 -0.19 -0.13 0.09
H 2.4194 -1.1399 2.4183 0.05 0.01 0.19
H 0.4767 3.3480 -1.6728 0.13 -0.03 -0.08
H -4.0687 0.2628 -0.3535 -0.10 0.16 -0.07
H 5.6146 -0.2446 0.5264 0.13 0.04 0.07
H 3.1875 -2.4125 3.3989 -0.05 0.02 -0.03
H 3.0464 1.8451 -0.7087 -0.18 0.00 0.10
H 0.4257 -2.8482 2.4149 -0.02 -0.07 0.10
H 0.4651 1.3991 2.9293 0.00 0.07 0.04
H 3.4509 -4.1383 -2.5034 -0.01 -0.03 0.00
H 2.6585 -4.0842 -0.9163 0.01 -0.15 -0.06
H 4.0304 -0.8823 3.1249 -0.01 0.04 -0.01
H -1.1744 1.6041 1.1194 0.06 -0.07 -0.23
H 4.8019 1.2747 0.9482 0.06 -0.04 0.00
H 2.5478 0.6135 -1.8878 -0.14 0.07 0.04
H 1.8644 0.9673 6.9393 0.07 0.06 0.11
H 2.0919 -0.7866 -7.1415 0.08 0.02 -0.14
H -2.6705 -4.2688 2.3535 -0.02 0.06 0.07
H 5.3873 -1.1445 -1.9984 0.08 0.03 -0.05
H -3.2366 3.0369 -2.4300 0.01 0.07 0.03
H -1.6372 -3.0123 -3.1934 0.02 -0.03 0.07
H -0.2841 -0.1289 -7.2236 -0.02 0.04 -0.16
H -5.1607 -1.4287 3.4040 -0.13 -0.02 0.09
H -3.2719 -4.0212 -1.8640 0.01 -0.02 -0.14
H 5.5768 -3.2883 0.7535 0.10 -0.07 0.01
H 3.0874 -1.5315 -5.0095 0.16 -0.02 -0.03
H 0.6184 5.7486 -1.1168 0.15 0.02 -0.01
H -1.1528 9.2487 2.6421 0.04 0.01 0.00
H 5.0839 -3.6585 2.4111 0.04 -0.01 -0.06
H -4.0374 -4.8294 0.3595 -0.09 -0.12 -0.04
H 5.4361 1.0223 -0.6912 0.02 -0.06 0.02
H 1.7207 0.7241 -0.2987 0.34 0.46 -0.09
H -1.6667 -0.2190 -5.2013 -0.11 0.05 -0.11
H -0.3645 -2.1770 5.1438 -0.08 -0.15 0.02
H -3.3346 5.5935 0.5306 0.06 0.04 0.07
H 6.1681 -2.6103 -1.3722 -0.05 -0.05 0.00
H 4.3325 -4.6559 -1.0587 0.05 0.01 0.03
H 5.2945 -2.6574 -2.9076 0.04 0.06 -0.01
H -5.7748 -0.7366 1.1161 -0.12 0.00 -0.04
H -2.5870 8.7139 3.5579 0.03 0.05 -0.04
H -2.7492 9.4351 1.9343 0.00 -0.08 -0.05